*i*
{
  "formula": "C20H24N2O4",
  "method": "ωB97M-V with the def2-TZVPD basis set",
  "orbital_gap_ev": 8.933,
  "total_charge": 0,
  "symbols": ["C", "C", "C", "C", "C", "O", "C", "O", "C", "C", "C", "C", "C", "C", "C", "N", "O", "C", "C", "N", "C", "C", "C", "C", "C", "O", "H", "H", "H", "H", "H", "H", "H", "H", "H", "H", "H", "H", "H", "H", "H", "H", "H", "H", "H", "H", "H", "H", "H", "H"],
  "coordinates": [[3.5150, 1.5440, -2.0763], [2.3341, 1.3585, -1.1921], [1.0134, 1.3781, -1.5217], [0.2662, 1.2306, -0.3178], [-1.1631, 1.2089, -0.1568], [-1.7366, 1.1125, 0.9178], [-1.9859, 1.3279, -1.4440], [-3.3434, 1.0692, -1.1957], [-3.7051, -0.1917, -0.8000], [-3.0536, -1.3523, -1.2009], [-3.5578, -2.5925, -0.8475], [-4.7206, -2.6961, -0.1066], [-5.3626, -1.5442, 0.3125], [-4.8523, -0.2947, -0.0022], [-5.5230, 0.9230, 0.5602], [-4.6637, 1.7717, 1.1577], [-6.7256, 1.0899, 0.5422], [1.1970, 1.1271, 0.7178], [0.8902, 1.0140, 2.1653], [2.4378, 1.1897, 0.1749], [3.6925, 1.0559, 0.8649], [4.2531, -0.3902, 0.9036], [3.3494, -1.4074, 1.6113], [2.5617, -2.0200, 0.4553], [3.5927, -1.9835, -0.6712], [4.4545, -0.8853, -0.4085], [4.0094, 2.4936, -1.8646], [3.1850, 1.5572, -3.1113], [4.2378, 0.7420, -1.9433], [0.6185, 1.5021, -2.5096], [-1.9448, 2.3653, -1.7909], [-1.5736, 0.6851, -2.2294], [-2.1529, -1.3045, -1.7944], [-3.0364, -3.4832, -1.1672], [-5.1178, -3.6660, 0.1513], [-6.2629, -1.5948, 0.9060], [-5.0209, 2.6251, 1.5533], [-3.6650, 1.6134, 1.1335], [0.5609, 0.0043, 2.4126], [1.7396, 1.2761, 2.7915], [0.0571, 1.6746, 2.3984], [4.4300, 1.6805, 0.3557], [3.5906, 1.4115, 1.8923], [5.2349, -0.3214, 1.3924], [3.9679, -2.1712, 2.0848], [2.7203, -0.9510, 2.3683], [1.6968, -1.4061, 0.2051], [2.2236, -3.0317, 0.6656], [4.1929, -2.9028, -0.6846], [3.1445, -1.8409, -1.6577]],
  "lowdin_charge": [-0.019, -0.262, 0.018, -0.120, -0.306, 0.076, -0.108, -0.034, -0.217, -0.009, -0.081, -0.085, -0.012, -0.069, -0.506, 0.191, 0.057, -0.201, -0.005, 0.007, -0.058, -0.291, -0.110, -0.137, -0.177, -0.119, 0.086, 0.085, 0.070, 0.111, 0.151, 0.120, 0.109, 0.103, 0.100, 0.121, 0.115, 0.069, 0.095, 0.073, 0.085, 0.130, 0.126, 0.150, 0.121, 0.098, 0.102, 0.115, 0.121, 0.122]
}


*ii*
{
  "formula": "C20H24N2O4",
  "method": "ωB97M-V with the def2-TZVPD basis set",
  "orbital_gap_ev": 9.491,
  "total_charge": 0,
  "symbols": ["O", "C", "O", "C", "C", "C", "C", "C", "C", "C", "O", "N", "C", "C", "C", "C", "C", "C", "O", "N", "C", "C", "C", "C", "C", "C", "H", "H", "H", "H", "H", "H", "H", "H", "H", "H", "H", "H", "H", "H", "H", "H", "H", "H", "H", "H", "H", "H", "H", "H"],
  "coordinates": [[1.6005, -2.2452, -0.5915], [1.3443, -3.3128, -1.0818], [2.2939, -4.1683, -1.4747], [-0.0439, -3.8495, -1.3391], [-0.2701, -4.0458, -2.8416], [-1.7086, -4.3451, -3.1307], [-2.6855, -4.1388, -2.2642], [-2.4743, -3.5714, -0.8952], [-1.1048, -2.8982, -0.7708], [-0.7718, -2.6441, 0.6895], [-0.5692, -3.5569, 1.4645], [-0.6830, -1.3557, 1.1224], [-0.8257, -0.1532, 0.4200], [-1.9427, 0.1006, -0.3714], [-2.0599, 1.3065, -1.0396], [-1.0875, 2.2810, -0.9068], [0.0118, 2.0499, -0.0866], [1.1004, 3.0799, 0.0181], [2.1287, 2.9804, -0.6244], [0.8445, 4.1276, 0.8331], [-0.2899, 4.2409, 1.7176], [0.1703, 4.1724, 3.1760], [1.2089, 5.2585, 3.4453], [2.3710, 5.1147, 2.4656], [1.8495, 5.1515, 1.0300], [0.1436, 0.8356, 0.5675], [3.1738, -3.8004, -1.2951], [-0.1200, -4.8158, -0.8311], [0.3610, -4.8592, -3.2050], [0.0242, -3.1385, -3.3813], [-1.9177, -4.7432, -4.1135], [-3.7065, -4.3860, -2.5189], [-3.2715, -2.8586, -0.6680], [-2.5416, -4.3736, -0.1525], [-1.0760, -1.9678, -1.3401], [-0.2194, -1.2791, 2.0203], [-2.7263, -0.6364, -0.4496], [-2.9241, 1.4895, -1.6608], [-1.1781, 3.2210, -1.4300], [-1.0041, 3.4448, 1.5040], [-0.7780, 5.2068, 1.5354], [-0.6908, 4.2932, 3.8349], [0.6100, 3.1908, 3.3642], [1.5705, 5.1855, 4.4724], [0.7469, 6.2409, 3.3207], [3.0951, 5.9172, 2.6106], [2.8780, 4.1629, 2.6349], [2.6531, 4.9628, 0.3162], [1.4011, 6.1295, 0.8192], [1.0117, 0.6439, 1.1802]],
  "lowdin_charge": [0.135, -0.486, 0.127, -0.185, -0.133, -0.092, -0.090, -0.132, -0.196, -0.453, 0.086, 0.144, -0.229, -0.023, -0.060, -0.034, -0.153, -0.428, 0.079, -0.048, -0.150, -0.173, -0.207, -0.172, -0.142, 0.052, 0.136, 0.172, 0.122, 0.135, 0.102, 0.102, 0.113, 0.131, 0.143, 0.160, 0.107, 0.107, 0.121, 0.117, 0.131, 0.111, 0.115, 0.108, 0.112, 0.111, 0.119, 0.121, 0.130, 0.134]
}


Order of stability, best first: *ii*, *i*


*i*
{
  "formula": "C8H10N2O3",
  "method": "ωB97M-V with the def2-TZVPD basis set",
  "orbital_gap_ev": 9.711,
  "total_charge": 0,
  "symbols": ["C", "N", "C", "C", "C", "N", "O", "C", "C", "C", "O", "C", "O", "H", "H", "H", "H", "H", "H", "H", "H", "H", "H"],
  "coordinates": [[-2.2811, 1.3612, -0.3756], [-1.1932, 0.4375, -0.2219], [-1.3631, -0.8196, 0.4658], [0.0700, -1.3045, 0.7099], [0.8738, -0.5817, -0.3594], [2.2670, -0.1232, 0.1940], [2.2916, 1.0278, 0.9623], [3.5594, 1.4658, 0.8986], [4.3375, 0.6947, 0.1216], [3.4807, -0.3551, -0.4181], [3.6924, -1.2791, -1.1707], [0.0359, 0.6377, -0.7400], [0.3972, 1.5961, -1.3798], [-3.1612, 0.8536, -0.7744], [-2.5432, 1.8100, 0.5845], [-1.9655, 2.1425, -1.0608], [-1.9210, -1.5239, -0.1630], [-1.9222, -0.6732, 1.3924], [0.4103, -0.9795, 1.6941], [0.1679, -2.3841, 0.6491], [1.1435, -1.1859, -1.2264], [3.7747, 2.3463, 1.4759], [5.3707, 0.8302, -0.1176]],
  "lowdin_charge": [-0.021, -0.109, -0.142, -0.090, -0.075, 0.029, 0.021, -0.079, 0.047, -0.473, 0.058, -0.430, 0.093, 0.093, 0.094, 0.090, 0.126, 0.125, 0.123, 0.118, 0.161, 0.131, 0.110]
}


*ii*
{
  "formula": "C8H10N2O3",
  "method": "ωB97M-V with the def2-TZVPD basis set",
  "orbital_gap_ev": [9.143, 4.808],
  "total_charge": 0,
  "symbols": ["C", "C", "C", "C", "C", "C", "C", "C", "N", "N", "O", "O", "O", "H", "H", "H", "H", "H", "H", "H", "H", "H", "H"],
  "coordinates": [[1.3318, -2.9985, -0.6849], [2.2145, -2.3082, 0.0767], [0.4695, -2.0608, -1.2142], [1.9980, -0.9154, 0.0456], [-2.8935, 0.9521, 0.5185], [-1.4854, 1.3067, 0.5471], [-0.6526, 0.9440, 1.7381], [-1.1638, 2.5362, -0.2461], [-4.0836, 0.9533, 0.5327], [0.9267, -0.7935, -0.8019], [-0.4881, -2.1578, -2.1216], [2.5639, 0.1474, 0.6413], [0.1561, 0.3793, -0.9473], [1.5081, -3.9892, -1.1168], [3.0075, -2.6807, 0.6701], [0.3885, 1.1880, 1.4492], [-0.8116, -0.1337, 1.9266], [-0.9489, 1.6743, 2.5577], [-0.5132, 2.1740, -1.0095], [-0.7592, 3.3324, 0.4223], [-2.0966, 2.9328, -0.7722], [-0.7054, -1.3130, -2.5701], [2.0373, 0.8304, 0.3587]],
  "lowdin_charge": [-0.004, 0.013, -0.250, -0.229, -0.206, -0.351, -0.070, -0.079, 0.113, -0.051, 0.167, 0.177, -0.187, 0.136, 0.116, 0.057, 0.093, 0.111, 0.036, 0.096, 0.106, 0.151, 0.053]
}


Order of stability, best first: *i*, *ii*


*i*
{
  "formula": "CH9NO5",
  "method": "ωB97M-V with the def2-TZVPD basis set",
  "orbital_gap_ev": 11.082,
  "total_charge": 0,
  "symbols": ["N", "C", "O", "O", "H", "H", "H", "O", "H", "H", "O", "H", "H", "O", "H", "H"],
  "coordinates": [[-2.2531, -0.8809, -0.0324], [-1.6857, -1.7177, -0.9374], [-0.9585, -1.3503, -1.8362], [-1.9973, -2.9873, -0.6936], [-2.9497, -1.2709, 0.5736], [-2.4294, 0.0534, -0.3583], [-1.5395, -3.5806, -1.2975], [3.2356, 1.0883, 1.3719], [4.0609, 0.9350, 0.9024], [2.5517, 0.8287, 0.7376], [1.1599, 0.0874, -0.4227], [0.6249, -0.5513, -0.9170], [0.8594, 0.9165, -0.8206], [0.5160, 2.8689, 0.8714], [1.1409, 2.9076, 1.6033], [-0.3362, 2.6530, 1.2557]],
  "lowdin_charge": [0.186, -0.669, 0.059, 0.128, 0.106, 0.117, 0.131, -0.072, 0.031, -0.018, -0.064, 0.007, 0.042, -0.053, 0.037, 0.033]
}


*ii*
{
  "formula": "CH9NO5",
  "method": "ωB97M-V with the def2-TZVPD basis set",
  "orbital_gap_ev": 10.243,
  "total_charge": 0,
  "symbols": ["N", "C", "O", "O", "H", "H", "H", "O", "H", "H", "O", "H", "H", "O", "H", "H"],
  "coordinates": [[0.3472, 0.2494, -2.2053], [-0.2196, 1.2363, -1.4525], [-0.9083, 2.1814, -1.8316], [0.2926, 1.1499, -0.1839], [0.8616, -0.5721, -1.7050], [0.1849, 0.0251, -3.1684], [-0.0958, 1.6421, 0.6065], [-1.0061, 1.1153, 2.1509], [-1.9627, 0.9897, 1.8855], [-0.5851, 0.3725, 2.2670], [-0.2327, -1.3539, 1.4512], [-0.5507, -2.1589, 1.6704], [0.7891, -1.3779, 1.4133], [1.1023, -1.6133, -0.4227], [1.7370, -0.8850, -0.4152], [0.2462, -1.0005, -0.0600]],
  "lowdin_charge": [0.144, -0.627, 0.050, 0.011, 0.081, 0.104, 0.119, -0.003, 0.114, -0.093, -0.040, 0.018, 0.125, -0.161, 0.040, 0.117]
}


Order of stability, best first: *i*, *ii*


*i*
{
  "formula": "C9H8N2O2",
  "method": "ωB97M-V with the def2-TZVPD basis set",
  "orbital_gap_ev": [7.726, 7.725],
  "total_charge": 0,
  "symbols": ["C", "C", "C", "C", "C", "C", "C", "C", "C", "N", "N", "O", "O", "H", "H", "H", "H", "H", "H", "H", "H"],
  "coordinates": [[-1.5336, 1.8432, 1.7669], [-0.8663, 2.8928, 0.9775], [-1.3063, 0.5627, 1.5897], [-0.1514, 2.4888, -0.1053], [-0.0908, -1.2405, 0.4561], [-0.5145, 0.0486, 0.5439], [0.0652, 1.0435, -0.3158], [0.7607, -1.4480, -0.7088], [0.1982, -2.1875, -1.8735], [0.9528, 0.6174, -1.1104], [2.1422, -1.4259, -0.4474], [3.0208, -1.7273, -1.2473], [2.3669, -1.1823, 0.6914], [-2.2691, 2.1703, 2.4157], [-1.0501, 3.9207, 1.3207], [-1.8445, -0.2586, 1.9656], [0.4739, 3.1217, -0.7611], [-0.3306, -2.0158, 1.2857], [-0.0018, -1.6927, -2.8511], [-0.8244, -2.4667, -1.5499], [0.8027, -3.0645, -2.0428]],
  "lowdin_charge": [-0.064, -0.038, -0.060, -0.010, 0.031, -0.196, -0.319, -0.253, -0.008, 0.286, -0.421, 0.081, 0.088, 0.083, 0.113, 0.108, 0.119, 0.179, 0.105, 0.092, 0.083]
}


*ii*
{
  "formula": "C9H8N2O2",
  "method": "ωB97M-V with the def2-TZVPD basis set",
  "orbital_gap_ev": 9.635,
  "total_charge": 0,
  "symbols": ["O", "C", "C", "C", "C", "C", "C", "C", "C", "C", "N", "N", "O", "H", "H", "H", "H", "H", "H", "H", "H"],
  "coordinates": [[-4.6133, -0.0565, 0.8443], [-3.8865, 0.6515, -0.1828], [-2.3735, 0.2131, -0.1472], [-1.1863, 0.7200, 0.0122], [-0.1129, -0.3822, -0.1758], [1.2669, -0.1293, 0.2085], [1.9634, -1.3336, 0.3611], [3.3446, -1.1068, 0.2677], [3.8212, 0.1927, 0.0906], [2.9976, 1.2196, -0.0551], [1.5885, 1.1000, 0.1811], [-0.8485, -1.4990, -0.3507], [-2.1774, -1.1185, -0.3898], [-4.5212, -0.9595, 0.7884], [-3.9063, 1.7209, -0.2214], [-4.1467, 0.2077, -1.2741], [-1.0385, 1.8386, 0.1006], [1.2907, -2.1478, 0.4355], [4.1138, -1.8269, 0.0739], [5.0005, 0.4598, -0.2756], [3.4239, 2.2363, -0.2912]],
  "lowdin_charge": [-0.026, -0.119, -0.265, 0.023, -0.141, -0.345, 0.027, -0.050, -0.135, -0.113, 0.147, 0.115, -0.051, 0.037, 0.108, 0.164, 0.130, 0.099, 0.097, 0.176, 0.121]
}


*iii*
{
  "formula": "C9H8N2O2",
  "method": "ωB97M-V with the def2-TZVPD basis set",
  "orbital_gap_ev": [6.895, 6.894],
  "total_charge": 0,
  "symbols": ["C", "C", "C", "C", "C", "C", "C", "C", "C", "N", "N", "O", "O", "H", "H", "H", "H", "H", "H", "H", "H"],
  "coordinates": [[0.2233, 1.3165, -0.9896], [-2.4471, -1.9625, 0.3023], [-1.5200, -2.4189, -0.6685], [-2.1109, -0.8846, 1.0938], [-0.1622, -2.0211, -0.6688], [-0.7825, -0.4417, 1.0914], [0.2303, -1.0924, 0.3151], [1.4816, -0.6647, 0.3338], [2.7380, 2.4813, -1.1451], [-0.7941, 1.6824, -0.6069], [1.2526, 0.6805, -1.4892], [2.5509, -0.3471, 0.6389], [2.5225, 1.2672, -1.6152], [-3.4251, -2.4765, 0.3790], [-1.8755, -3.1444, -1.4183], [-2.7842, -0.5109, 1.9224], [0.5444, -2.3781, -1.4276], [-0.2441, 0.3041, 1.5710], [3.5569, 2.9494, -1.8197], [3.1598, 2.6915, -0.1159], [1.8039, 3.0970, -1.0926]],
  "lowdin_charge": [-0.443, -0.066, -0.049, -0.061, 0.011, -0.013, -0.248, -0.094, -0.201, 0.160, 0.022, 0.266, -0.175, 0.120, 0.111, 0.136, 0.132, 0.096, 0.119, 0.089, 0.088]
}


Order of stability, best first: *ii*, *iii*, *i*